1.
{
  "formula": "C8H20Br2F2O6S2Zn",
  "method": "ωB97M-V with the def2-TZVPD basis set",
  "orbital_gap_ha": 0.181,
  "total_energy_ev": -236504.131,
  "largest_force_ev_per_a": 4.43,
  "de_lowest_kj_mol": 936.8,
  "e_lumo_ev": -5.27,
  "symbols": ["Zn", "F", "F", "Br", "C", "C", "Br", "H", "H", "H", "H", "O", "S", "O", "O", "C", "C", "C", "H", "H", "H", "H", "H", "H", "H", "H", "O", "S", "O", "O", "C", "C", "C", "H", "H", "H", "H", "H", "H", "H", "H"],
  "coordinates": [[4.01103, -38.94823, 6.87501], [3.65166, -37.87149, 4.08643], [1.29711, -38.19159, 7.72735], [-4.33226, -41.38582, 8.93213], [-4.04521, -39.78268, 9.97784], [-5.25504, -39.03589, 10.29837], [-6.21297, -39.91584, 11.88044], [-3.36584, -39.23337, 9.32605], [-3.48400, -40.10210, 10.85597], [-5.93039, -38.96546, 9.44570], [-4.96641, -38.04883, 10.65963], [2.45193, -42.42195, 5.49433], [1.42776, -43.11622, 4.67156], [1.90500, -43.80188, 3.47302], [0.66483, -44.14324, 5.79246], [-0.02564, -45.28147, 5.35215], [0.62988, -46.55378, 6.02421], [0.03939, -42.05303, 4.23221], [-0.10268, -45.39528, 4.27086], [-1.06019, -45.15160, 5.66986], [0.08302, -47.48166, 5.85668], [0.79200, -46.40851, 7.09226], [1.56219, -46.77009, 5.50258], [-0.69838, -42.77209, 3.87620], [0.33488, -41.34213, 3.46058], [-0.22437, -41.50526, 5.13690], [4.66420, -42.99260, 12.23362], [4.13438, -43.09826, 10.87455], [4.37888, -42.00985, 9.86029], [4.58277, -44.55211, 10.20860], [4.33554, -45.70673, 10.93494], [5.77709, -46.23453, 11.26189], [2.30415, -43.41261, 10.99962], [3.75181, -46.52087, 10.50538], [3.88810, -45.38469, 11.87525], [6.19452, -45.55732, 12.00702], [6.36675, -46.30634, 10.34796], [5.78006, -47.20264, 11.76273], [2.11665, -43.96790, 11.91862], [1.86777, -44.05050, 10.23101], [1.78248, -42.45559, 10.98990]],
  "forces_ev_per_a": [[-2.743, 1.224, -1.527], [0.469, -0.834, 2.009], [2.136, -0.671, -0.456], [-0.281, -0.374, -0.035], [1.707, -0.902, -0.370], [-1.141, 0.194, 1.077], [0.488, 0.659, -1.255], [-0.159, 0.360, 0.190], [-0.130, 0.134, -0.058], [-0.180, -0.025, 0.379], [-0.279, -0.047, 0.057], [-2.584, -1.243, -1.564], [2.331, 0.090, 1.268], [-1.231, 0.434, 1.775], [1.750, 2.162, -1.610], [-0.609, -2.101, 0.622], [-0.228, 0.646, -1.209], [0.757, -0.410, 0.436], [0.583, 0.124, -0.134], [-0.076, -0.113, 0.290], [-0.588, 0.254, 0.120], [0.000, 0.091, -0.151], [0.336, 0.374, 0.294], [-0.247, 0.376, 0.064], [0.177, -0.285, -0.029], [-0.267, -0.241, -0.066], [-0.593, -0.159, -2.189], [-0.746, 0.946, -1.335], [-0.366, -3.429, 2.776], [-0.498, 3.172, -1.574], [2.159, -1.331, 2.634], [-1.066, -0.118, 0.570], [0.403, 0.037, 0.229], [-0.314, 0.704, -0.816], [-0.234, -0.559, 0.180], [0.340, 0.215, -0.418], [0.017, 0.182, 0.147], [-0.260, -0.207, -0.201], [0.232, 0.431, 0.237], [0.680, 0.245, -0.519], [0.256, -0.005, 0.164]]
}


2.
{
  "formula": "C8H20Br2O8V",
  "method": "ωB97M-V with the def2-TZVPD basis set",
  "orbital_gap_ha": [0.285, 0.307],
  "total_energy_ev": -190774.435,
  "largest_force_ev_per_a": 3.59,
  "de_lowest_kj_mol": 112.9,
  "e_lumo_ev": [0.47, 0.47],
  "multiplicity": 4,
  "s2": 3.755,
  "symbols": ["V", "Br", "Br", "C", "O", "H", "H", "H", "H", "C", "O", "H", "H", "H", "H", "C", "O", "C", "O", "O", "C", "H", "H", "H", "H", "H", "H", "C", "O", "C", "O", "O", "C", "H", "H", "H", "H", "H", "H"],
  "coordinates": [[-0.36782, -1.55724, -0.40142], [-2.33799, -0.70902, 1.21379], [1.68796, -2.46680, -1.93581], [-1.74607, -4.27798, 0.66365], [-0.55529, -3.48408, 0.71807], [-2.49845, -3.82273, 0.01962], [-1.46015, -5.28820, 0.37072], [-2.09259, -4.34683, 1.69480], [0.08029, -3.98148, 1.23791], [-2.51700, -0.97946, -2.50959], [-1.69106, -2.03118, -2.04236], [-3.51004, -1.35800, -2.75180], [-2.65022, -0.14377, -1.82259], [-2.00487, -0.61877, -3.40162], [-2.08822, -2.82446, -2.40920], [-0.37944, 2.66163, 0.57913], [-0.29711, 2.78519, -0.84254], [-0.17927, 1.70868, -1.60116], [-0.02614, 0.55027, -1.21218], [-0.18977, 2.10356, -2.91889], [-0.25625, 3.42522, -3.34326], [-0.24487, 3.63315, 1.05468], [0.41207, 1.98660, 0.90463], [-1.38542, 2.31927, 0.82179], [0.66653, 3.96606, -3.13334], [-1.07788, 4.04971, -2.99252], [-0.37695, 3.52128, -4.42229], [3.33753, 0.81176, 0.67259], [2.56790, 0.63911, 1.88885], [1.58801, -0.33979, 2.01207], [1.05901, -0.90873, 1.07020], [1.09776, -0.33036, 3.34438], [1.61078, 0.48679, 4.37832], [2.68030, 1.06630, -0.15888], [3.90818, -0.10109, 0.50182], [4.02857, 1.65001, 0.76150], [1.35027, 1.51154, 4.11353], [2.68663, 0.37927, 4.51648], [1.17118, 0.31469, 5.36078]],
  "forces_ev_per_a": [[0.654, -0.163, 0.137], [0.261, -0.013, -0.460], [-0.514, 0.205, 0.482], [0.444, -0.362, 0.972], [-0.237, 0.299, -0.672], [0.285, -0.002, 0.126], [-0.288, -0.017, -0.469], [-0.610, 0.075, -0.130], [0.333, 0.328, -0.176], [-0.202, 0.779, -1.105], [-0.441, -0.200, 0.745], [0.007, 0.042, -0.063], [0.306, -0.430, 0.412], [-0.397, 0.334, -0.208], [0.597, -0.343, 0.294], [-0.190, -0.482, 0.352], [0.064, 0.444, -0.256], [0.331, 0.034, -0.435], [-0.569, 2.039, -1.152], [-0.239, -2.674, 1.176], [0.240, 2.257, -0.404], [0.175, 0.105, -0.547], [-0.327, -0.119, 0.228], [0.261, -0.420, 0.203], [0.094, -0.101, 0.306], [-0.170, -0.502, 0.744], [0.134, -1.019, -0.110], [-0.446, -0.533, -0.316], [-0.777, -1.193, 0.733], [-0.581, 2.675, 0.704], [1.387, 0.553, 2.463], [0.231, -1.906, -3.028], [0.779, 1.314, -0.241], [-0.085, -0.482, -0.059], [-0.186, 0.081, -0.325], [-0.186, -0.075, 0.738], [0.370, 0.189, 0.136], [0.028, 0.055, -0.307], [-0.537, -0.771, -0.484]]
}


3.
{
  "formula": "C8H20ClNO",
  "method": "ωB97M-V with the def2-TZVPD basis set",
  "orbital_gap_ha": 0.268,
  "total_energy_ev": -24675.098,
  "largest_force_ev_per_a": 6.49,
  "de_lowest_kj_mol": 324.0,
  "e_lumo_ev": 0.11,
  "symbols": ["C", "C", "N", "C", "C", "C", "C", "C", "O", "C", "H", "H", "H", "H", "H", "H", "H", "H", "H", "H", "H", "H", "H", "H", "H", "H", "H", "H", "H", "H", "Cl"],
  "coordinates": [[1.63211, -1.81305, -1.28729], [0.48017, -1.05270, -0.83006], [0.75053, 0.24571, -0.07744], [1.50527, -0.05280, 1.19949], [1.61268, 1.28693, -0.95200], [1.01375, 1.54092, -2.31451], [-0.54463, 0.96572, 0.11978], [-1.46450, 0.20885, 1.11904], [-2.76215, 0.77159, 1.09192], [-3.74284, -0.09142, 1.75206], [1.14179, -2.74108, -1.67812], [2.11134, -2.16046, -0.39697], [2.26435, -1.35426, -1.84553], [0.03127, -1.61343, -0.10369], [-0.26187, -0.82182, -1.83006], [2.58873, -0.54979, 1.06678], [0.87831, -0.62625, 1.82657], [1.60476, 0.94289, 1.96408], [2.68085, 0.98364, -1.10402], [1.95886, 2.16932, -0.42532], [1.48954, 2.37981, -2.72647], [0.01199, 1.91442, -2.27535], [1.14876, 0.81717, -2.95754], [-1.22296, 1.24740, -0.75143], [-0.46947, 2.00072, 0.56241], [-1.10437, 0.35302, 2.25982], [-1.64559, -0.74575, 0.82354], [-3.70449, -1.26498, 1.31357], [-4.77478, 0.37107, 1.60927], [-3.33821, -0.07417, 2.74544], [0.13081, -3.23722, 2.10204]],
  "forces_ev_per_a": [[-3.515, -4.131, 3.562], [-1.907, 2.857, -3.824], [1.967, 2.798, -1.913], [2.140, 2.530, 2.056], [1.427, -1.386, -0.289], [-0.735, 3.421, 3.677], [-2.762, 1.455, 1.921], [0.119, 3.132, 2.823], [-1.012, 0.328, -0.985], [0.615, -1.329, -2.016], [0.894, 0.737, -0.245], [0.706, -0.463, 0.546], [3.904, 2.694, -4.153], [-1.870, -1.723, 1.668], [1.795, -0.272, 3.204], [-2.849, 1.244, -0.099], [-0.473, -1.578, 0.292], [-0.036, -2.190, -2.796], [-1.008, -1.307, 0.060], [-1.598, 0.450, 0.864], [1.196, 1.261, -0.526], [-0.845, -0.333, 0.036], [0.339, -4.048, -3.148], [1.509, -1.368, 0.345], [1.028, -1.057, -0.239], [-0.272, -0.918, -2.554], [0.552, -3.316, -0.324], [-0.142, 3.213, 1.092], [1.587, -0.674, 0.330], [-0.796, -0.560, 1.020], [0.040, 0.534, -0.386]]
}